1.
This record from the Open Molecules 2025 dataset describes 2 unconnected molecules or ions with the total composition C16H22ClN5O5S2. The level of theory is the ωB97M-V functional and the def2-TZVPD basis.

Structure (XYZ):
```
51
Properties=species:S:1:pos:R:3:forces:R:3:nbo_charge:R:1
N 4.612 2.437 1.366 0.5 1.2 0.0 -0.803
C 3.499 2.163 2.102 0.2 -0.8 -0.6 0.245
N 3.096 0.933 2.072 -1.2 -0.3 0.8 -0.501
C 1.918 0.812 2.797 0.0 1.4 0.3 0.098
C 1.196 -0.460 2.900 -0.3 -0.6 -0.1 0.007
C 1.895 -1.674 2.917 -0.5 -0.3 0.0 -0.160
C 1.203 -2.882 3.047 0.0 0.4 -0.1 -0.230
C -0.193 -2.903 3.123 0.0 0.0 0.0 0.001
Cl -0.988 -4.446 3.320 0.3 0.5 -0.1 0.049
C -0.906 -1.698 3.052 -0.1 -0.2 0.1 -0.340
S -2.722 -1.670 3.102 -3.8 0.0 0.4 2.241
N -3.130 -0.332 2.212 1.3 -0.1 -0.1 -1.086
O -3.270 -1.368 4.425 1.7 -0.4 -0.7 -0.937
O -3.398 -2.765 2.409 2.0 0.3 0.7 -0.919
C -0.206 -0.486 2.967 0.0 -0.2 0.0 -0.195
C 1.476 1.974 3.383 0.0 -0.7 -0.2 -0.456
S 2.542 3.304 3.021 0.0 -0.9 -0.2 0.358
H 4.731 3.399 1.069 0.2 -0.5 -0.1 0.388
H 4.846 1.694 0.714 -0.1 0.4 0.2 0.412
H 2.981 -1.675 2.842 -0.2 0.0 0.0 0.237
H 1.749 -3.819 3.085 -0.1 0.1 0.0 0.237
H -3.196 -0.672 1.249 -0.1 0.3 -0.2 0.430
H -4.051 -0.089 2.546 -0.2 0.2 0.2 0.403
H -0.768 0.445 2.932 0.1 -0.2 -0.1 0.252
H 0.587 2.054 3.998 0.3 0.3 -0.1 0.247
C 1.114 0.496 -5.169 0.0 -0.3 0.4 -0.417
N 1.062 -0.811 -4.512 0.4 1.0 -1.0 -0.607
C 0.397 -1.158 -3.404 -0.6 -1.5 0.9 0.672
O 0.447 -2.321 -3.021 -0.2 0.5 0.3 -0.619
C -0.438 -0.119 -2.634 -0.3 -0.1 0.1 -0.157
N -1.453 -0.787 -1.793 2.0 -0.1 -1.1 -0.619
C -2.676 -0.372 -1.473 -1.1 0.8 0.4 0.698
C -3.324 0.766 -2.237 0.1 -0.3 0.0 -0.719
O -3.280 -0.896 -0.549 -0.2 -0.4 0.0 -0.655
C 0.503 0.744 -1.769 -0.4 0.5 0.7 0.101
C -0.174 1.923 -1.072 0.0 0.0 -0.6 -0.633
O 1.125 -0.024 -0.772 0.8 -0.4 -0.3 -0.703
H 1.527 0.380 -6.173 -0.1 -0.1 0.2 0.222
H 0.116 0.927 -5.259 0.1 0.0 0.0 0.199
H 1.760 1.174 -4.607 -0.1 0.2 -0.1 0.194
H 1.588 -1.567 -4.927 -0.1 0.0 0.2 0.414
H -0.925 0.525 -3.361 -0.2 0.1 0.0 0.218
H -1.162 -1.658 -1.369 0.1 0.0 0.0 0.436
H -2.796 1.695 -2.043 0.0 0.1 -0.1 0.230
H -3.315 0.538 -3.301 0.0 0.2 -0.1 0.224
H -4.356 0.866 -1.903 0.2 -0.1 0.0 0.251
H 1.283 1.152 -2.410 0.2 -0.2 0.0 0.178
H 0.580 2.499 -0.534 0.0 -0.1 0.0 0.231
H -0.919 1.573 -0.358 -0.1 0.0 0.0 0.213
H -0.641 2.573 -1.810 -0.2 0.2 0.0 0.200
H 0.454 -0.392 -0.191 -0.2 0.0 0.2 0.471
```
Positions in Å, forces in eV/Å.

Values from the calculation:
**LUMO energy**: 0.2 eV
**Energy above the lowest of the compared OMol25 structures with the same formula, charge and spin**: 6.7 kcal/mol
**Calculated total energy**: -68830.2705 eV
**HOMO energy**: -0.302 Eh
**Frontier orbital gap**: 8.41 eV
**Strongest force on any atom**: 3.8 eV/A
**Multiplicity**: 1

=====

2.
This record from the Open Molecules 2025 dataset describes 3 unconnected molecules or ions with the total composition C33H52BN5O8Si. The level of theory is the ωB97M-V functional and the def2-TZVPD basis.

Structure (XYZ):
```
100
Properties=species:S:1:pos:R:3:forces:R:3:lowdin_charge:R:1
C 4.666 -1.912 5.897 0.6 -0.8 0.7 -0.148
C 3.556 -2.811 5.067 1.4 -0.6 -0.2 -0.243
C 3.640 -2.428 3.477 -0.7 -1.0 -0.6 -0.197
C 2.378 -1.526 2.915 -0.3 -0.1 -0.6 -0.279
C 1.648 -0.591 4.044 0.0 0.6 0.3 -0.105
C 2.875 -0.677 1.562 -0.1 0.4 -3.3 -0.072
N 2.330 -1.182 0.262 3.8 4.4 1.5 0.094
C 2.820 -0.446 -0.946 0.2 0.1 0.1 -0.087
C 2.279 -0.929 -2.421 2.8 3.4 -1.8 -0.063
C 1.268 -2.130 -2.810 -0.2 -0.2 -0.7 -0.216
C 0.449 -2.894 -1.653 0.2 -1.2 0.4 -0.242
C -0.801 -2.085 -0.970 0.0 -0.9 0.0 -0.209
C -2.241 -2.842 -1.294 -0.6 0.7 0.9 -0.196
C -3.198 -2.834 0.066 0.1 -1.2 -0.4 -0.212
C -4.799 -2.770 -0.283 -0.1 0.2 0.6 -0.214
C -5.478 -1.287 -0.068 -1.2 -0.2 0.2 -0.251
C -5.242 -0.646 1.431 -0.6 -1.3 0.2 -0.287
Si -4.077 0.891 1.464 0.9 -0.2 0.1 0.528
C -3.144 0.831 3.190 -0.2 0.1 1.0 -0.215
C -2.663 0.741 0.116 0.0 0.3 0.2 -0.214
C -4.951 2.578 1.129 -2.8 5.1 -0.9 -0.216
C -5.018 3.787 2.264 -1.5 0.6 -3.2 -0.060
C -5.754 5.248 1.988 0.1 -2.8 -3.4 -0.074
C -6.432 5.523 0.505 1.9 -3.8 1.0 -0.076
C -6.391 4.326 -0.655 1.6 -0.3 4.0 -0.072
C -5.669 2.884 -0.325 -0.3 3.0 2.1 -0.066
C 2.877 -0.114 -3.759 0.7 0.5 3.1 0.044
C 3.964 1.116 -3.675 -0.6 -1.2 4.5 -0.131
C 4.609 1.904 -4.962 0.8 -0.5 0.8 -0.089
B 3.541 2.258 -6.162 -0.5 0.9 -1.0 -0.433
O 3.391 3.709 -6.508 2.1 -2.6 0.7 0.016
O 2.781 1.239 -6.914 -0.2 4.0 1.4 0.041
C 4.447 1.557 -2.175 -2.2 -2.4 -1.9 0.042
C 3.877 0.789 -0.799 0.7 1.1 -2.1 -0.119
N 4.451 1.377 0.464 -4.9 -6.4 0.7 0.090
C 3.907 0.575 1.611 0.3 0.1 -1.1 -0.088
C 4.456 1.059 3.116 0.8 -0.1 -1.6 -0.100
O 3.528 2.127 3.602 0.3 -2.6 0.2 -0.166
N 3.770 3.255 2.891 -2.4 2.0 -3.0 -0.061
O 2.790 3.594 2.240 2.9 -0.9 2.5 0.040
H 5.349 -2.674 6.511 -1.5 1.7 -1.2 0.079
H 5.425 -1.357 5.163 -1.9 -1.1 1.7 0.070
H 4.199 -1.191 6.698 0.9 -1.2 -1.8 0.077
H 3.930 -3.941 5.159 -0.9 2.5 -0.2 0.111
H 2.482 -2.797 5.532 2.1 0.3 -1.0 0.105
H 4.670 -1.941 3.191 -2.0 -0.9 0.7 0.103
H 3.585 -3.459 2.879 0.2 2.3 1.1 0.123
H 1.555 -2.322 2.574 1.9 2.0 0.3 0.141
H 1.014 0.289 3.553 1.4 -2.0 0.9 0.098
H 0.924 -1.232 4.741 1.6 1.3 -1.7 0.092
H 2.437 -0.071 4.742 -1.5 -1.0 -1.3 0.072
H 0.478 -1.701 -3.595 1.8 -0.7 1.7 0.131
H 1.889 -2.945 -3.419 -1.2 1.8 1.4 0.129
H -0.016 -3.883 -2.136 1.1 2.2 0.8 0.108
H 1.215 -3.305 -0.835 -1.7 1.1 -1.7 0.109
H -0.831 -0.987 -1.374 0.1 -2.1 1.0 0.105
H -0.664 -2.110 0.216 -0.2 0.3 -2.7 0.107
H -2.828 -2.295 -2.145 1.2 -0.9 1.5 0.108
H -2.129 -3.962 -1.613 0.1 2.1 0.5 0.102
H -2.868 -2.019 0.842 -0.7 -1.5 -1.7 0.081
H -3.009 -3.891 0.581 -0.3 2.3 -0.9 0.116
H -5.030 -3.101 -1.385 0.7 0.6 2.1 0.090
H -5.330 -3.551 0.436 0.9 1.8 -1.5 0.118
H -5.142 -0.514 -0.886 -0.6 -1.7 1.4 0.084
H -6.654 -1.436 -0.189 2.6 0.3 0.0 0.112
H -6.277 -0.390 1.965 2.2 -0.6 -1.2 0.097
H -4.717 -1.492 2.081 -1.1 1.8 -1.1 0.085
H -3.075 1.918 3.649 0.2 -2.3 -0.8 0.028
H -2.090 0.352 3.011 -1.9 1.1 0.5 0.033
H -3.712 0.138 3.970 1.1 1.5 -1.6 0.053
H -3.142 0.412 -0.901 1.3 0.5 1.8 0.043
H -1.888 -0.017 0.563 -1.4 1.4 -1.3 0.024
H -2.155 1.795 0.010 -0.9 -2.1 0.1 0.061
H -4.497 3.565 3.301 -1.3 0.7 -2.4 0.067
H -5.795 6.115 2.794 0.2 -2.2 -1.8 0.081
H -6.935 6.567 0.267 1.2 -2.5 0.6 0.079
H -6.912 4.571 -1.677 1.2 -0.8 2.2 0.075
H -5.675 2.060 -1.185 0.1 2.0 2.1 0.087
H 2.534 -0.416 -4.863 0.7 0.6 2.8 0.108
H 5.525 1.280 -5.404 -2.0 1.1 1.0 0.139
H 5.100 2.911 -4.561 -1.1 -2.2 -0.7 0.103
H 4.279 4.169 -6.308 -2.3 -1.1 -0.2 0.117
H 2.010 1.758 -7.332 1.7 -1.2 0.6 0.130
H 5.248 2.439 -2.110 -2.0 -2.2 0.1 0.083
H 5.522 1.535 3.003 -2.0 -0.9 0.0 0.132
H 4.551 0.175 3.875 -0.7 2.0 -1.4 0.094
C 8.076 4.308 -1.030 0.2 0.1 0.3 0.041
N 8.283 3.721 -2.382 0.5 -0.4 -0.9 -0.417
O 9.446 3.466 -2.716 -1.9 0.3 0.3 0.062
O 7.272 3.534 -3.070 1.4 0.2 0.8 0.023
H 9.045 4.416 -0.540 -0.2 -0.1 -0.2 0.097
H 7.599 5.281 -1.163 0.0 -0.3 0.0 0.103
H 7.434 3.624 -0.470 0.0 0.2 -0.2 0.099
C -7.833 -5.108 -3.464 0.0 -0.1 -0.3 0.037
N -7.608 -4.100 -2.393 0.2 0.8 0.8 -0.419
O -7.111 -3.018 -2.728 -0.7 -1.4 0.6 0.041
O -7.938 -4.422 -1.245 0.5 0.6 -1.6 0.051
H -7.499 -4.691 -4.416 -0.1 0.0 0.3 0.096
H -7.253 -5.996 -3.207 -0.2 0.1 0.0 0.102
H -8.903 -5.326 -3.492 0.2 0.0 0.1 0.101
```
Positions in Å, forces in eV/Å.

Values from the calculation:
**LUMO energy**: -1.0 eV
**Calculated total energy**: -67418.3755 eV
**HOMO energy**: -0.289 Eh
**Frontier orbital gap**: 6.83 eV
**Strongest force on any atom**: 8.1 eV/A
**Multiplicity**: 1

=====

3.
This record from the Open Molecules 2025 dataset describes 2 unconnected molecules or ions with the total composition C7H20N3. The level of theory is the ωB97M-V functional and the def2-TZVPD basis.

Structure (XYZ):
```
30
Properties=species:S:1:pos:R:3:forces:R:3:nbo_charge:R:1
C 2.025 -0.556 0.074 1.3 3.4 -0.5 -0.668
C 1.158 0.922 2.042 1.1 -3.4 -1.2 -0.640
C -1.414 1.595 0.416 -1.0 -1.0 1.3 -0.665
C -0.696 -1.188 -2.132 -1.9 -1.7 1.0 -0.438
C -0.027 1.152 -2.177 1.2 -1.8 0.5 -0.413
C 1.037 -0.224 1.086 -5.2 1.5 -1.0 0.052
C -0.905 0.223 -0.079 -0.8 0.1 -0.3 0.451
N -1.796 -0.758 0.359 0.4 -1.8 0.3 -0.887
N -0.663 0.066 -1.456 1.7 1.5 2.0 -0.466
N 0.451 -1.401 1.804 3.2 -1.8 0.3 -0.704
H 2.647 0.323 -0.348 -1.1 -1.0 1.2 0.254
H 2.704 -1.190 0.486 2.6 -2.0 1.2 0.205
H 1.729 -1.000 -0.808 -1.5 -1.1 -1.8 0.223
H 0.458 0.982 2.771 -2.8 -0.2 2.0 0.211
H 1.191 1.831 1.627 0.4 3.3 -1.9 0.232
H 2.018 0.746 2.574 2.7 0.1 1.5 0.207
H -2.184 1.511 1.300 2.0 0.0 -1.3 0.224
H -1.976 2.156 -0.293 -0.6 -0.1 -1.2 0.245
H -0.615 2.242 0.629 1.0 0.8 0.8 0.226
H -0.172 -1.086 -3.009 1.1 0.4 -2.2 0.226
H -0.129 -2.110 -1.695 -1.6 1.4 0.0 0.202
H -1.787 -1.305 -2.479 1.5 -1.0 0.7 0.211
H 0.514 0.736 -2.975 0.5 -0.8 -1.4 0.210
H -0.713 1.760 -2.603 -2.3 2.2 -1.1 0.202
H 0.769 1.720 -1.765 0.4 0.6 1.6 0.209
H -2.560 -0.536 0.954 -0.2 0.7 0.5 0.401
H -2.112 -1.441 -0.305 0.2 -0.1 -0.4 0.399
H -0.315 -1.860 1.295 -0.7 0.5 0.0 0.446
H 0.173 -1.135 2.747 -0.4 0.0 -0.1 0.435
H 1.193 -2.175 1.962 -1.2 1.3 -0.3 0.412
```
Positions in Å, forces in eV/Å.

Values from the calculation:
**LUMO energy**: -2.8 eV
**Energy above the lowest of the compared OMol25 structures with the same formula, charge and spin**: 121.3 kcal/mol
**Calculated total energy**: -12043.6571 eV
**HOMO energy**: -0.400 Eh
**Charge**: +1
**Frontier orbital gap**: 8.05 eV
**Strongest force on any atom**: 5.5 eV/A
**Multiplicity**: 1